Entry 1:
Formula: C20H36BLaN7S2Si
Source: the OMol25 dataset
Level of theory: ωB97M-V/def2-TZVPD

Computed properties:
E_HOMO   -10.97 eV
Charge   +1
Gap between HOMO and LUMO   8.680 eV

Last column: Löwdin charge in e.
Positions of all 68 atoms, in Å:
La (-3.49188, -7.13572, 15.38868)  1.5959
C (0.93958, -8.74786, 15.96723)  -0.0159
N (0.68763, -8.25738, 14.62611)  -0.1193
C (1.13350, -8.84767, 13.45849)  -0.0333
C (0.75558, -8.02759, 12.47018)  -0.0362
N (0.07972, -6.91391, 13.04412)  -0.0214
B (-0.51023, -5.84689, 12.10602)  -0.4128
N (-2.11781, -5.63333, 12.20127)  -0.0087
C (-2.67538, -4.40214, 11.87356)  -0.0497
C (-4.00324, -4.55721, 11.72553)  -0.0556
N (-4.28451, -5.90231, 11.98459)  -0.1341
C (-5.54151, -6.55397, 11.74297)  -0.0501
C (-3.07095, -6.51722, 12.20809)  -0.7906
S (-2.95642, -8.17463, 12.68686)  0.5435
C (0.06469, -7.07721, 14.33689)  -0.7286
S (-0.87305, -6.11536, 15.43811)  0.5028
H (1.78154, -9.45734, 15.89312)  0.1073
H (0.03102, -9.22236, 16.27179)  0.0455
H (1.20675, -7.88265, 16.63457)  0.1063
H (1.77016, -9.75249, 13.41741)  0.1456
H (0.87860, -8.08857, 11.39059)  0.1270
H (-0.02676, -4.75738, 12.29494)  0.0772
H (-0.33943, -6.20980, 10.96168)  0.0845
H (-2.05426, -3.51690, 11.75952)  0.1350
H (-4.78362, -3.85481, 11.51088)  0.1261
H (-5.46211, -7.31897, 10.97939)  0.0951
H (-6.28515, -5.75518, 11.47346)  0.1193
H (-5.90743, -7.08108, 12.64120)  0.0662
N (-3.38622, -4.99677, 17.29550)  -0.0530
C (-3.56877, -3.63688, 16.80591)  -0.2727
C (-4.90529, -3.33191, 16.15547)  -0.1784
C (-5.13828, -4.00933, 14.81221)  -0.2570
N (-5.48063, -5.39511, 15.06823)  -0.0989
H (-4.09335, -5.19952, 17.99782)  0.0656
H (-2.48815, -5.12276, 17.72798)  0.0633
H (-2.73349, -3.38477, 16.19554)  0.1014
H (-3.41864, -2.87853, 17.60890)  0.1300
H (-4.91665, -2.25860, 16.09703)  0.1160
H (-5.71485, -3.66605, 16.84062)  0.1259
H (-4.21623, -3.94028, 14.23907)  0.0947
H (-5.99650, -3.43860, 14.33831)  0.1442
H (-6.08329, -5.81445, 14.37383)  0.0599
H (-6.14589, -5.50199, 15.88828)  0.0938
C (-5.34455, -11.37813, 15.77454)  -0.1765
Si (-4.11341, -10.41607, 16.91579)  0.3971
C (-2.35792, -10.69554, 16.19935)  -0.1675
C (-4.14984, -10.90810, 18.69730)  -0.1691
N (-4.35142, -8.67908, 16.90254)  -0.3597
C (-5.50757, -8.07114, 17.45257)  -0.4558
C (-5.45000, -7.29468, 18.60394)  -0.0682
C (-6.52418, -6.53657, 19.01421)  -0.0961
C (-7.65813, -6.47004, 18.26285)  -0.0870
C (-7.70433, -7.25521, 17.10036)  -0.0899
C (-6.65685, -8.03791, 16.69845)  -0.0924
H (-5.10307, -12.47258, 15.78309)  0.0409
H (-5.29282, -11.05620, 14.68040)  0.0470
H (-6.37644, -11.23826, 16.03603)  -0.0010
H (-2.20727, -11.73370, 16.35356)  0.0200
H (-1.65286, -10.19812, 16.82305)  -0.0072
H (-2.20305, -10.45020, 15.13682)  0.0293
H (-4.19783, -11.95792, 18.90529)  0.0221
H (-5.03297, -10.47755, 19.13394)  0.0136
H (-3.30616, -10.35105, 19.27548)  0.0797
H (-4.54651, -7.34031, 19.17092)  0.1108
H (-6.52516, -5.99174, 19.95925)  0.1191
H (-8.47091, -5.83234, 18.59345)  0.1112
H (-8.64111, -7.28877, 16.56127)  0.1101
H (-6.79990, -8.76215, 15.90214)  0.1137

Forces on atoms 1 to 3 (eV/Å):
La -0.4 0.0 0.2
C 0.9 0.8 0.0
N 0.3 0.8 0.2


Entry 2:
Formula: C20H36BrMnN4O2Si4Te
Source: the OMol25 dataset
Level of theory: ωB97M-V/def2-TZVPD

Computed properties:
ΔE to the lowest compared entry with this formula, charge and spin   0.1161 eV
E_HOMO (spin up / spin down)   -4.61 / -4.70 eV
Charge   -1
Multiplicity   6
Expectation value of S²   8.76
Gap between HOMO and LUMO (spin up / spin down)   6.865 / 6.954 eV

Last column: natural (NBO) charge in e.
Positions of all 69 atoms, in Å:
Mn (-1.28288, 1.29437, -0.78612)  1.3978
Br (-7.18137, 2.96100, 3.92553)  0.0386
C (-5.43504, 3.19506, 3.29824)  -0.1475
C (-4.50997, 3.63709, 4.22180)  0.0043
N (-3.26063, 3.96940, 3.89058)  -0.4037
C (-2.98644, 3.87106, 2.57669)  0.0513
C (-3.82701, 3.31343, 1.60619)  -0.1578
C (-5.09138, 2.95889, 2.03345)  -0.1811
C (-3.40279, 3.06647, 0.13051)  0.7940
O (-4.30256, 3.01102, -0.72337)  -0.6977
O (-2.18280, 2.76877, 0.08211)  -0.8377
H (-4.79616, 3.96090, 5.23292)  0.1976
H (-1.96792, 4.24750, 2.29373)  0.2100
H (-5.76181, 2.56726, 1.31816)  0.2397
C (4.89108, 0.75983, 0.69869)  -1.1204
Si (3.16805, 0.90850, 0.01397)  1.2322
C (2.15949, 2.47614, 0.45632)  -1.0867
C (3.56476, 1.08992, -1.86537)  -1.0875
Si (1.88089, -0.94041, 0.24833)  -0.1774
Te (-0.34199, -0.31964, 1.23987)  -0.7123
Si (2.69012, -2.46470, 1.83081)  1.2907
C (4.15732, -3.50719, 1.13812)  -1.0940
C (3.59374, -1.45780, 3.16248)  -1.1151
C (1.50899, -3.58303, 2.69135)  -1.1369
Si (1.54787, -2.29226, -1.71222)  1.2824
C (0.41137, -1.54013, -3.05478)  -1.1079
C (3.09636, -2.99871, -2.61985)  -1.1052
C (0.78044, -3.84160, -0.93462)  -1.1049
H (5.55860, 1.53252, 0.27077)  0.2347
H (5.33454, -0.21104, 0.60339)  0.2349
H (4.96404, 1.03398, 1.80992)  0.2343
H (1.72245, 2.73554, -0.50473)  0.2477
H (2.88706, 3.25786, 0.69114)  0.2240
H (1.47063, 2.34565, 1.28196)  0.2539
H (4.24278, 1.92222, -1.94433)  0.2171
H (2.71992, 1.29074, -2.54820)  0.2559
H (4.08349, 0.24376, -2.30182)  0.2213
H (4.81906, -2.74693, 0.79205)  0.2164
H (3.98451, -4.25744, 0.37945)  0.2244
H (4.74682, -4.09999, 2.01340)  0.2173
H (4.43248, -0.92841, 2.67324)  0.2288
H (3.97508, -2.06445, 3.99058)  0.2238
H (2.92411, -0.69499, 3.66959)  0.2388
H (1.36824, -4.51694, 2.15670)  0.2347
H (0.59883, -3.06000, 2.61155)  0.2523
H (1.80729, -3.81219, 3.72794)  0.2343
H (1.05964, -0.98045, -3.77229)  0.2447
H (-0.26338, -0.90752, -2.41151)  0.2359
H (-0.22761, -2.33706, -3.60106)  0.2306
H (3.79581, -2.27954, -3.03356)  0.2300
H (2.76835, -3.41087, -3.56484)  0.2277
H (3.71392, -3.72577, -2.01520)  0.2287
H (-0.10562, -3.64478, -0.36319)  0.2430
H (1.59036, -4.08440, -0.23522)  0.2189
H (0.56974, -4.65871, -1.61384)  0.2266
C (-3.62063, 1.69639, -3.33658)  -0.6810
C (-4.07002, 0.76514, -2.23312)  0.4475
N (-3.24944, 0.33261, -1.31991)  -0.6100
C (-3.93043, -0.41971, -0.42781)  -0.0737
C (-5.24049, -0.46067, -0.83064)  -0.1257
N (-5.29248, 0.23816, -2.04054)  -0.5272
H (-3.51299, 2.73724, -2.95897)  0.2733
H (-4.30531, 1.57122, -4.19762)  0.2115
H (-2.56183, 1.36983, -3.59174)  0.2651
H (-3.45935, -0.88196, 0.43454)  0.2387
H (-6.14874, -0.80136, -0.30552)  0.2168
H (-6.17059, 0.64585, -2.31943)  0.4172
N (0.19349, 2.37808, -3.45299)  -0.4998
C (-0.29204, 1.77726, -2.57509)  -0.2977

Forces on atoms 1 to 3 (eV/Å):
Mn 0.3 -1.1 -0.3
Br -0.8 -0.2 0.1
C -0.3 0.1 2.4


Entry 3:
Formula: C20H36Cl2N2O4PTl
Source: the OMol25 dataset
Level of theory: ωB97M-V/def2-TZVPD

Computed properties:
ΔE to the lowest compared entry with this formula, charge and spin   3.0556 eV
E_HOMO (spin up / spin down)   -6.54 / -6.54 eV
Gap between HOMO and LUMO (spin up / spin down)   4.403 / 4.401 eV

Last column: Löwdin charge in e.
Positions of all 66 atoms, in Å:
O (1.30486, 1.38955, -2.46006)  -0.2054
C (0.76552, 0.29067, -2.93969)  -0.4744
C (-0.54711, 0.59055, -3.66688)  -0.1878
C (-1.72795, 0.74748, -2.95954)  -0.1061
H (-1.70690, 0.63899, -1.86780)  0.0445
C (-2.93261, 0.95257, -3.64633)  -0.0871
H (-3.86004, 1.05255, -3.07827)  0.0999
C (-2.92789, 1.00355, -5.04580)  -0.1046
H (-3.86273, 1.14564, -5.58898)  0.0928
C (-1.72338, 0.86845, -5.75103)  -0.0920
H (-1.69825, 0.89747, -6.84335)  0.0962
C (-0.52422, 0.67933, -5.05756)  -0.0345
H (0.43334, 0.55179, -5.57427)  0.1131
H (1.45114, -0.06516, -3.74823)  0.1273
C (2.04930, -1.69292, -1.81054)  -0.0820
C (0.69019, -1.14249, -2.05120)  -0.1924
H (2.32697, -2.41550, -2.60374)  0.1050
H (2.13248, -2.22934, -0.84990)  0.0664
H (2.77969, -0.87513, -1.82830)  0.0879
C (-0.40348, -1.93046, -2.12197)  -0.2338
C (-0.39105, -3.42526, -2.15197)  -0.1270
H (-1.38883, -1.49362, -2.24542)  0.0501
H (-0.28648, -3.81441, -3.18021)  0.0995
H (-1.32960, -3.82077, -1.74631)  0.0684
H (0.43129, -3.83105, -1.54643)  0.0537
Tl (-0.54883, -2.02655, 0.69552)  0.5907
Cl (-2.64215, -0.81880, 0.00044)  0.1229
Cl (-0.49496, -4.37482, 1.42347)  0.0101
H (-1.93379, 4.47428, -0.91962)  0.0910
H (-2.74842, 3.33047, 1.39367)  0.0931
C (-1.83747, 3.41904, -1.22318)  -0.0603
C (-2.44938, 2.37208, 0.94025)  -0.0854
N (-1.45177, 2.58425, -0.09748)  -0.1861
H (-1.07084, 3.33592, -2.00418)  0.0935
C (-0.13099, 2.44561, 0.20293)  -0.3055
O (0.30864, 1.98125, 1.26503)  -0.0415
H (-2.04240, 1.69300, 1.69401)  0.0576
H (0.54257, 2.77177, -0.61481)  0.1253
H (-2.79969, 3.08124, -1.62284)  0.0813
H (-3.33001, 1.90691, 0.48391)  0.0586
H (4.79777, 0.05364, 2.65167)  0.0934
H (4.17663, 2.30746, 1.50866)  0.0955
C (4.41182, -0.43744, 1.75146)  -0.0258
C (3.80041, 1.71088, 0.66813)  -0.0169
N (3.38855, 0.39578, 1.14340)  -0.1524
H (3.97275, -1.40305, 2.00575)  0.0869
C (2.18526, -0.10596, 0.86503)  -0.2843
O (1.77299, -1.22396, 1.27889)  -0.1417
H (2.93882, 2.21310, 0.21804)  0.0890
H (1.56354, 0.52141, 0.21223)  0.1164
H (5.24713, -0.57029, 1.05098)  0.0986
H (4.60531, 1.61287, -0.07410)  0.0994
C (-1.41679, -2.59439, 4.72672)  -0.1640
P (-0.72440, -1.02645, 4.17827)  0.5785
C (-1.53176, 0.31201, 5.05991)  -0.1597
C (1.02087, -1.06694, 4.58808)  -0.1446
O (-0.94331, -0.81296, 2.69542)  -0.4858
H (-1.24793, -3.35786, 3.95060)  0.0149
H (-2.49322, -2.45976, 4.89522)  0.0636
H (-0.93989, -2.88321, 5.67259)  0.0581
H (-1.34570, 0.24834, 6.13774)  0.0617
H (-1.15003, 1.26664, 4.68054)  0.0666
H (-2.61193, 0.26214, 4.87597)  0.0658
H (1.59444, -1.28358, 3.67832)  0.0417
H (1.31757, -0.08671, 4.97493)  0.0632
H (1.18630, -1.83982, 5.35222)  0.0587

Forces on atoms 1 to 3 (eV/Å):
O 0.1 0.2 1.6
C -0.1 0.2 -0.1
C 0.4 -0.7 0.3


We obtain max |F| values of 2.7, 3.1, 2.3 eV Å⁻¹ for the records listed above, in that order.